Version A
Below is a 9-piece molecular cluster, C36H99N9O9 overall, with properties calculated with the ωB97M-V functional and the def2-TZVPD basis.

Last columns: bonded neighbours and bond lengths (Å).
Geometry (Å):
1 C -8.29796 5.17265 -4.69041  O2 1.409, H7 1.090, H8 1.090, H9 1.090
2 O -8.79987 5.97078 -5.73704  C1 1.409, C3 1.397
3 C -10.17849 6.18877 -5.67686  O2 1.397, C4 1.576, H10 1.090, H11 1.090
4 C -10.86861 6.97020 -6.85814  C3 1.576, C5 1.488, N6 1.429, H12 1.090
5 C -12.27458 7.22552 -6.44424  C4 1.488, H13 1.090, H14 1.090, H15 1.090
6 N -10.88076 6.32231 -8.13123  C4 1.429, H16 1.010, H17 1.010
7 H -7.24411 5.45078 -4.67829  C1 1.090
8 H -8.33780 4.10267 -4.89449  C1 1.090
9 H -8.80354 5.49633 -3.78062  C1 1.090
10 H -10.71012 5.23790 -5.71310  C3 1.090
11 H -10.33933 6.81127 -4.79667  C3 1.090
12 H -10.36316 7.91904 -7.03791  C4 1.090
13 H -12.34547 7.84437 -5.54975  C5 1.090
14 H -12.75836 6.27542 -6.21759  C5 1.090
15 H -12.82717 7.69831 -7.25616  C5 1.090
16 H -9.98061 6.04929 -8.49906  N6 1.010
17 H -11.65663 5.78759 -8.49483  N6 1.010
18 C -9.04613 -6.05355 -1.71194  O19 1.435, H24 1.090, H25 1.090, H26 1.090
19 O -8.45254 -5.45917 -0.54799  C18 1.435, C20 1.409
20 C -7.70754 -6.42288 0.16111  O19 1.409, C21 1.587, H27 1.090, H28 1.090
21 C -6.29965 -6.69835 -0.51861  C20 1.587, C22 1.473, N23 1.437, H29 1.090
22 C -5.49807 -7.60086 0.32562  C21 1.473, H30 1.090, H31 1.090, H32 1.090
23 N -5.65609 -5.41670 -0.60507  C21 1.437, H33 1.010, H34 1.010
24 H -9.60703 -6.94741 -1.43899  C18 1.090
25 H -8.37824 -6.32655 -2.52893  C18 1.090
26 H -9.80089 -5.39029 -2.13446  C18 1.090
27 H -7.54292 -6.08964 1.18578  C20 1.090
28 H -8.27976 -7.34543 0.25886  C20 1.090
29 H -6.36409 -7.30321 -1.42310  C21 1.090
30 H -4.80515 -8.02109 -0.40334  C22 1.090
31 H -6.08069 -8.48175 0.59521  C22 1.090
32 H -5.06480 -7.21925 1.25014  C22 1.090
33 H -5.25337 -5.08318 0.25904  N23 1.010
34 H -6.49669 -4.90255 -0.82677  N23 1.010
35 C -6.96595 1.22082 4.34736  O36 1.417, H41 1.090, H42 1.090, H43 1.090
36 O -6.42198 0.72788 5.55970  C35 1.417, C37 1.397
37 C -5.89889 1.60983 6.50777  O36 1.397, C38 1.531, H44 1.090, H45 1.090
38 C -5.25410 0.95584 7.73333  C37 1.531, C39 1.530, N40 1.443, H46 1.090
39 C -3.87475 0.32374 7.53988  C38 1.530, H47 1.090, H48 1.090, H49 1.090
40 N -6.02249 -0.17677 8.18992  C38 1.443, H50 1.010, H51 1.010
41 H -6.46102 2.15436 4.09907  C35 1.090
42 H -8.03331 1.43864 4.38480  C35 1.090
43 H -6.64453 0.48919 3.60608  C35 1.090
44 H -5.24391 2.31040 5.98979  C37 1.090
45 H -6.68776 2.24283 6.91408  C37 1.090
46 H -5.24785 1.51054 8.67161  C38 1.090
47 H -3.80079 -0.33054 6.67124  C39 1.090
48 H -3.47210 -0.17643 8.42068  C39 1.090
49 H -3.09498 1.05705 7.33416  C39 1.090
50 H -5.99312 -0.58186 7.26518  N40 1.010
51 H -6.97430 0.15433 8.25726  N40 1.010
52 C 5.82261 2.22777 -11.13151  O53 1.440, H58 1.090, H59 1.090, H60 1.090
53 O 4.83355 1.46275 -10.41828  C52 1.440, C54 1.474
54 C 4.66061 0.15176 -11.06907  O53 1.474, C55 1.524, H61 1.090, H62 1.090
55 C 3.48092 -0.56807 -10.42563  C54 1.524, C56 1.538, N57 1.512, H63 1.090
56 C 3.53758 -0.58398 -8.88886  C55 1.538, H64 1.090, H65 1.090, H66 1.090
57 N 3.35667 -1.96448 -10.99109  C55 1.512, H67 1.010, H68 1.010
58 H 6.16814 3.11648 -10.60337  C52 1.090
59 H 5.52170 2.47462 -12.14964  C52 1.090
60 H 6.64890 1.60655 -11.47710  C52 1.090
61 H 4.61059 0.29478 -12.14850  C54 1.090
62 H 5.53659 -0.44046 -10.80440  C54 1.090
63 H 2.63252 0.08476 -10.63093  C55 1.090
64 H 3.82079 0.32761 -8.36266  C56 1.090
65 H 4.15438 -1.36633 -8.44660  C56 1.090
66 H 2.54268 -0.65443 -8.44918  C56 1.090
67 H 2.47029 -2.44215 -10.91193  N57 1.010
68 H 4.00217 -2.51834 -10.44641  N57 1.010
69 C 1.51049 -6.16724 6.64765  O70 1.414, H75 1.090, H76 1.090, H77 1.090
70 O 2.14169 -6.73275 5.51589  C69 1.414, C71 1.401
71 C 2.05726 -8.13061 5.54593  O70 1.401, C72 1.611, H78 1.090, H79 1.090
72 C 2.36762 -8.77415 4.10250  C71 1.611, C73 1.619, N74 1.477, H80 1.090
73 C 3.76282 -8.40408 3.36883  C72 1.619, H81 1.090, H82 1.090, H83 1.090
74 N 1.32693 -8.38499 3.12969  C72 1.477, H84 1.010, H85 1.010
75 H 0.42102 -6.19855 6.66050  C69 1.090
76 H 1.81222 -5.11996 6.63136  C69 1.090
77 H 1.89355 -6.58572 7.57837  C69 1.090
78 H 2.71616 -8.49748 6.33293  C71 1.090
79 H 1.00918 -8.26745 5.81219  C71 1.090
80 H 2.35847 -9.86072 4.18846  C72 1.090
81 H 3.93143 -7.32867 3.31248  C73 1.090
82 H 3.67003 -8.83529 2.37207  C73 1.090
83 H 4.65326 -8.79144 3.86398  C73 1.090
84 H 1.32689 -7.38063 3.02312  N74 1.010
85 H 1.59809 -8.63123 2.18845  N74 1.010
86 C 1.41916 10.12743 -8.44113  O87 1.417, H92 1.090, H93 1.090, H94 1.090
87 O 2.01630 8.84271 -8.48428  C86 1.417, C88 1.415
88 C 1.33498 8.12973 -7.46924  O87 1.415, C89 1.563, H95 1.090, H96 1.090
89 C 1.91402 6.67808 -7.45506  C88 1.563, C90 1.505, N91 1.429, H97 1.090
90 C 3.39338 6.65059 -7.17924  C89 1.505, H98 1.090, H99 1.090, H100 1.090
91 N 1.69361 6.02453 -8.70694  C89 1.429, H101 1.010, H102 1.010
92 H 1.87061 10.70720 -7.63605  C86 1.090
93 H 0.34008 10.13006 -8.28723  C86 1.090
94 H 1.52277 10.64495 -9.39483  C86 1.090
95 H 1.42968 8.36186 -6.40847  C88 1.090
96 H 0.25157 8.02394 -7.52535  C88 1.090
97 H 1.39039 6.16111 -6.65091  C89 1.090
98 H 4.05973 7.17485 -7.86425  C90 1.090
99 H 3.83158 5.65255 -7.17778  C90 1.090
100 H 3.56262 6.95140 -6.14533  C90 1.090
101 H 2.45269 5.44503 -9.03567  N91 1.010
102 H 1.80480 6.66684 -9.47841  N91 1.010
103 C 13.47625 -2.96906 5.77531  O104 1.434, H109 1.090, H110 1.090, H111 1.090
104 O 12.15231 -2.41867 5.74780  C103 1.434, C105 1.400
105 C 11.17139 -3.23173 6.32712  O104 1.400, C106 1.573, H112 1.090, H113 1.090
106 C 9.72802 -2.61142 6.24331  C105 1.573, C107 1.503, N108 1.511, H114 1.090
107 C 8.68096 -3.44856 6.92204  C106 1.503, H115 1.090, H116 1.090, H117 1.090
108 N 9.41022 -2.41525 4.77951  C106 1.511, H118 1.010, H119 1.010
109 H 13.43015 -3.85401 5.14062  C103 1.090
110 H 13.81000 -3.19789 6.78741  C103 1.090
111 H 14.33861 -2.47916 5.32317  C103 1.090
112 H 11.15299 -4.11711 5.69161  C105 1.090
113 H 11.43233 -3.40652 7.37089  C105 1.090
114 H 9.78715 -1.59306 6.62741  C106 1.090
115 H 8.74669 -4.50277 6.65292  C107 1.090
116 H 7.76910 -3.22407 6.36867  C107 1.090
117 H 8.62623 -3.18783 7.97898  C107 1.090
118 H 10.23131 -2.14064 4.25940  N108 1.010
119 H 8.98561 -3.27312 4.45722  N108 1.010
120 C -0.77912 0.01380 -2.13290  O121 1.443, H126 1.090, H127 1.090, H128 1.090
121 O 0.00122 -1.19512 -2.01864  C120 1.443, C122 1.395
122 C 0.81744 -1.23312 -0.88816  O121 1.395, C123 1.465, H129 1.090, H130 1.090
123 C 0.23515 -2.05783 0.17382  C122 1.465, C124 1.501, N125 1.416, H131 1.090
124 C -0.79255 -1.39549 1.04431  C123 1.501, H132 1.090, H133 1.090, H134 1.090
125 N 1.27125 -2.44371 1.05927  C123 1.416, H135 1.010, H136 1.010
126 H -1.34466 0.06405 -3.06335  C120 1.090
127 H -0.13185 0.88198 -2.00878  C120 1.090
128 H -1.49541 -0.01219 -1.31171  C120 1.090
129 H 1.71402 -1.77509 -1.18903  C122 1.090
130 H 1.13801 -0.30674 -0.41155  C122 1.090
131 H -0.07781 -2.93955 -0.38539  C123 1.090
132 H -1.21211 -2.12823 1.73362  C124 1.090
133 H -1.66960 -0.94925 0.57553  C124 1.090
134 H -0.32362 -0.65113 1.68784  C124 1.090
135 H 1.44245 -1.71321 1.73541  N125 1.010
136 H 1.22243 -3.24751 1.66887  N125 1.010
137 C 2.84450 4.26659 10.01327  O138 1.461, H143 1.090, H144 1.090, H145 1.090
138 O 4.03979 3.64469 9.44744  C137 1.461, C139 1.424
139 C 3.87152 2.73257 8.36718  O138 1.424, C140 1.496, H146 1.090, H147 1.090
140 C 4.38774 3.29562 7.08107  C139 1.496, C141 1.543, N142 1.468, H148 1.090
141 C 3.66648 4.59051 6.65076  C140 1.543, H149 1.090, H150 1.090, H151 1.090
142 N 4.29573 2.35125 5.96083  C140 1.468, H152 1.010, H153 1.010
143 H 2.09085 3.48078 10.06442  C137 1.090
144 H 2.44976 5.07358 9.39598  C137 1.090
145 H 2.93391 4.81848 10.94895  C137 1.090
146 H 4.47461 1.84878 8.57523  C139 1.090
147 H 2.85700 2.35950 8.22693  C139 1.090
148 H 5.46194 3.43458 7.20304  C140 1.090
149 H 3.92558 5.42597 7.30113  C141 1.090
150 H 2.60351 4.38982 6.51694  C141 1.090
151 H 4.07824 4.93590 5.70247  C141 1.090
152 H 4.84396 1.52965 6.17186  N142 1.010
153 H 4.67719 2.79854 5.13955  N142 1.010

The molar mass comes out at 802.2 g mol⁻¹. The calculation puts the HOMO energy at -8.66 eV. The LUMO energy comes out at 0.49 eV. The charge is 0. The SMILES is COC[C@H](C)N.COC[C@H](C)N.COC[C@H](C)N.COC[C@H](C)N.COC[C@H](C)N.COC[C@H](C)N.COC[C@H](C)N.COC[C@H](C)N.COC[C@H](C)N.


Version B
Below is a 9-piece molecular cluster, C36H99N9O9 overall, with properties calculated with the ωB97M-V functional and the def2-TZVPD basis.

Last columns: bonded neighbours and bond lengths (Å).
Geometry (Å):
1 C 1.89896 1.70995 5.61190  O2 1.406, H7 1.093, H8 1.097, H9 1.094
2 O 2.36238 2.64301 4.66770  C1 1.406, C3 1.410
3 C 3.17496 3.64740 5.23181  O2 1.410, C4 1.517, H10 1.097, H11 1.098
4 C 4.13037 4.17901 4.17969  C3 1.517, C5 1.537, N6 1.466, H12 1.098
5 C 5.16139 3.12475 3.74598  C4 1.537, H13 1.095, H14 1.088, H15 1.090
6 N 4.87506 5.31613 4.72870  C4 1.466, H16 1.015, H17 1.013
7 H 1.66956 0.76681 5.11025  C1 1.093
8 H 0.97713 2.06272 6.09127  C1 1.097
9 H 2.63876 1.47883 6.38441  C1 1.094
10 H 2.54552 4.42657 5.67805  C3 1.097
11 H 3.77606 3.31993 6.09007  C3 1.098
12 H 3.57526 4.42150 3.26406  C4 1.098
13 H 4.58444 2.24151 3.45089  C5 1.095
14 H 5.83730 2.87925 4.56268  C5 1.088
15 H 5.72660 3.41240 2.85994  C5 1.090
16 H 4.29716 5.99374 5.21528  N6 1.015
17 H 5.30602 5.79958 3.94922  N6 1.013
18 C -2.60901 4.32493 -1.64665  O19 1.402, H24 1.092, H25 1.097, H26 1.097
19 O -3.54018 3.61252 -2.41473  C18 1.402, C20 1.416
20 C -2.86083 2.82656 -3.37653  O19 1.416, C21 1.525, H27 1.101, H28 1.101
21 C -3.63996 1.66620 -3.98596  C20 1.525, C22 1.527, N23 1.461, H29 1.090
22 C -4.31232 0.89918 -2.84958  C21 1.527, H30 1.094, H31 1.096, H32 1.091
23 N -2.63849 0.83182 -4.64639  C21 1.461, H33 1.018, H34 1.013
24 H -3.18838 4.92998 -0.94612  C18 1.092
25 H -1.96941 5.02650 -2.19633  C18 1.097
26 H -1.94346 3.67467 -1.06574  C18 1.097
27 H -2.41410 3.38717 -4.21211  C20 1.101
28 H -1.96242 2.41383 -2.89315  C20 1.101
29 H -4.37681 2.05518 -4.68883  C21 1.090
30 H -3.59970 0.52365 -2.10936  C22 1.094
31 H -4.76171 -0.03080 -3.21534  C22 1.096
32 H -5.05793 1.50294 -2.32958  C22 1.091
33 H -1.93850 0.51676 -3.97793  N23 1.018
34 H -3.08442 0.00548 -5.02530  N23 1.013
35 C -1.37778 -2.98328 3.16568  O36 1.415, H41 1.089, H42 1.092, H43 1.097
36 O -0.36965 -3.86517 2.70932  C35 1.415, C37 1.397
37 C 0.86498 -3.79013 3.35767  O36 1.397, C38 1.539, H44 1.102, H45 1.092
38 C 1.68318 -2.52696 3.03558  C37 1.539, C39 1.522, N40 1.470, H46 1.096
39 C 1.90833 -2.37902 1.53808  C38 1.522, H47 1.091, H48 1.087, H49 1.095
40 N 2.96890 -2.51121 3.74785  C38 1.470, H50 1.018, H51 1.016
41 H -2.28047 -3.27627 2.63106  C35 1.089
42 H -1.11019 -1.94921 2.93640  C35 1.092
43 H -1.53618 -3.13792 4.23969  C35 1.097
44 H 0.70825 -3.77337 4.44784  C37 1.102
45 H 1.46957 -4.62950 3.00662  C37 1.092
46 H 1.14224 -1.63444 3.37089  C38 1.096
47 H 2.53996 -1.51619 1.32039  C39 1.091
48 H 0.95010 -2.27258 1.03572  C39 1.087
49 H 2.44799 -3.23807 1.12503  C39 1.095
50 H 3.59012 -3.11569 3.21346  N40 1.018
51 H 2.88856 -2.93424 4.66824  N40 1.016
52 C -0.82054 -3.53236 -2.94588  O53 1.416, H58 1.096, H59 1.083, H60 1.096
53 O 0.42883 -3.07619 -2.46022  C52 1.416, C54 1.402
54 C 1.52432 -3.64906 -3.12224  O53 1.402, C55 1.507, H61 1.099, H62 1.103
55 C 2.82986 -3.23325 -2.49376  C54 1.507, C56 1.534, N57 1.464, H63 1.099
56 C 3.11863 -1.72741 -2.54764  C55 1.534, H64 1.091, H65 1.095, H66 1.091
57 N 3.94415 -3.91314 -3.15627  C55 1.464, H67 1.015, H68 1.014
58 H -0.87376 -3.25926 -4.00633  C52 1.096
59 H -1.62516 -3.11515 -2.35383  C52 1.083
60 H -0.88977 -4.62619 -2.92545  C52 1.096
61 H 1.46825 -4.74587 -3.15382  C54 1.099
62 H 1.50934 -3.30421 -4.16948  C54 1.103
63 H 2.81653 -3.46239 -1.41885  C55 1.099
64 H 3.58957 -1.39751 -3.47436  C56 1.091
65 H 3.84844 -1.47971 -1.76987  C56 1.095
66 H 2.22859 -1.13174 -2.33810  C56 1.091
67 H 3.80372 -4.90654 -3.30691  N57 1.015
68 H 4.76193 -3.83648 -2.56236  N57 1.014
69 C 5.37559 -0.37058 3.35195  O70 1.406, H75 1.088, H76 1.096, H77 1.095
70 O 5.92068 0.32731 2.26016  C69 1.406, C71 1.404
71 C 5.21241 0.09659 1.06964  O70 1.404, C72 1.531, H78 1.098, H79 1.099
72 C 5.52840 1.24213 0.10399  C71 1.531, C73 1.516, N74 1.467, H80 1.098
73 C 4.70022 1.33451 -1.16298  C72 1.516, H81 1.091, H82 1.092, H83 1.094
74 N 6.93885 1.12513 -0.28074  C72 1.467, H84 1.011, H85 1.010
75 H 5.92983 -0.16530 4.26522  C69 1.088
76 H 5.39277 -1.45725 3.20851  C69 1.096
77 H 4.31831 -0.10739 3.45823  C69 1.095
78 H 5.49680 -0.87743 0.65098  C71 1.098
79 H 4.12844 0.09110 1.25011  C71 1.099
80 H 5.38317 2.13945 0.71934  C72 1.098
81 H 4.82363 0.47907 -1.82810  C73 1.091
82 H 5.02615 2.24056 -1.67794  C73 1.092
83 H 3.61963 1.41723 -1.01292  C73 1.094
84 H 7.25016 1.98329 -0.71631  N74 1.011
85 H 7.54332 0.89517 0.49493  N74 1.010
86 C 1.65402 2.80099 -3.41160  O87 1.397, H92 1.089, H93 1.098, H94 1.100
87 O 1.38330 1.54529 -3.96138  C86 1.397, C88 1.419
88 C 2.16583 1.20759 -5.09551  O87 1.419, C89 1.518, H95 1.096, H96 1.093
89 C 1.79176 1.92258 -6.38072  C88 1.518, C90 1.538, N91 1.467, H97 1.095
90 C 0.57057 1.24534 -7.02479  C89 1.538, H98 1.097, H99 1.091, H100 1.095
91 N 2.92987 2.01703 -7.30139  C89 1.467, H101 1.014, H102 1.017
92 H 1.00808 3.02165 -2.56256  C86 1.089
93 H 1.50469 3.60819 -4.14115  C86 1.098
94 H 2.69820 2.91316 -3.08554  C86 1.100
95 H 3.22607 1.31267 -4.83912  C88 1.096
96 H 1.98376 0.13608 -5.20960  C88 1.093
97 H 1.51127 2.96451 -6.19366  C89 1.095
98 H -0.26366 1.23386 -6.31189  C90 1.097
99 H 0.75320 0.23778 -7.40140  C90 1.091
100 H 0.14205 1.82667 -7.84803  C90 1.095
101 H 2.53640 2.31793 -8.18602  N91 1.014
102 H 3.33476 1.09702 -7.45680  N91 1.017
103 C -4.49160 -2.14585 0.49187  O104 1.405, H109 1.093, H110 1.102, H111 1.086
104 O -5.47389 -1.47995 -0.26083  C103 1.405, C105 1.395
105 C -6.29515 -2.38391 -0.93563  O104 1.395, C106 1.529, H112 1.100, H113 1.099
106 C -7.24920 -1.65425 -1.88152  C105 1.529, C107 1.534, N108 1.454, H114 1.090
107 C -8.11728 -0.68696 -1.06633  C106 1.534, H115 1.091, H116 1.095, H117 1.093
108 N -8.02248 -2.64018 -2.61839  C106 1.454, H118 1.012, H119 1.011
109 H -3.82059 -2.71849 -0.15394  C103 1.093
110 H -4.92918 -2.90805 1.15687  C103 1.102
111 H -4.00578 -1.47995 1.19885  C103 1.086
112 H -5.71258 -3.06772 -1.57005  C105 1.100
113 H -6.91025 -3.02208 -0.28618  C105 1.099
114 H -6.65634 -1.11000 -2.61657  C106 1.090
115 H -7.56982 0.17396 -0.68027  C107 1.091
116 H -8.56999 -1.14983 -0.18264  C107 1.095
117 H -8.97299 -0.34144 -1.65291  C107 1.093
118 H -8.50021 -3.32587 -2.04736  N108 1.012
119 H -8.72091 -2.17633 -3.18358  N108 1.011
120 C 1.34750 1.33335 1.79735  O121 1.408, H126 1.102, H127 1.086, H128 1.098
121 O 0.25945 1.12001 0.92880  C120 1.408, C122 1.420
122 C 0.63840 0.56256 -0.32126  O121 1.420, C123 1.527, H129 1.095, H130 1.095
123 C -0.63885 0.22500 -1.08747  C122 1.527, C124 1.526, N125 1.450, H131 1.098
124 C -1.43359 -0.84551 -0.34567  C123 1.526, H132 1.095, H133 1.089, H134 1.088
125 N -0.36188 -0.18964 -2.44854  C123 1.450, H135 1.024, H136 1.026
126 H 1.66727 0.32748 2.11263  C120 1.102
127 H 1.04254 1.89229 2.67697  C120 1.086
128 H 2.23863 1.78263 1.34010  C120 1.098
129 H 1.23836 1.32438 -0.83022  C122 1.095
130 H 1.21058 -0.36489 -0.21033  C122 1.095
131 H -1.25381 1.13477 -1.08360  C123 1.098
132 H -0.82037 -1.74516 -0.22686  C124 1.095
133 H -2.30298 -1.08812 -0.95579  C124 1.089
134 H -1.73181 -0.53396 0.65373  C124 1.088
135 H 0.35539 0.33313 -2.95897  N125 1.024
136 H -0.01322 -1.15169 -2.37011  N125 1.026
137 C -1.56787 1.03334 3.95510  O138 1.416, H143 1.093, H144 1.090, H145 1.098
138 O -2.39760 -0.06196 4.29777  C137 1.416, C139 1.415
139 C -3.77529 0.19382 4.10396  O138 1.415, C140 1.544, H146 1.100, H147 1.098
140 C -4.52417 -1.15586 4.08331  C139 1.544, C141 1.514, N142 1.482, H148 1.095
141 C -5.98763 -1.10070 3.69744  C140 1.514, H149 1.089, H150 1.091, H151 1.090
142 N -4.31876 -1.82114 5.39209  C140 1.482, H152 1.022, H153 1.023
143 H -1.57594 1.29078 2.89289  C137 1.093
144 H -0.57712 0.70676 4.27174  C137 1.090
145 H -1.85291 1.90644 4.55653  C137 1.098
146 H -4.10393 0.78808 4.96956  C139 1.100
147 H -3.97148 0.73220 3.16779  C139 1.098
148 H -3.95760 -1.77789 3.38183  C140 1.095
149 H -6.29804 -2.13606 3.56389  C141 1.089
150 H -6.10121 -0.60534 2.73188  C141 1.091
151 H -6.53179 -0.58036 4.48558  C141 1.090
152 H -3.35609 -1.59114 5.64478  N142 1.022
153 H -4.83464 -1.28257 6.09245  N142 1.023

The molar mass comes out at 802.2 g mol⁻¹. The calculation puts the HOMO energy at -8.63 eV. The LUMO energy comes out at 0.65 eV. The charge is 0. The SMILES is COC[C@H](C)N.COC[C@H](C)N.COC[C@H](C)N.COC[C@H](C)N.COC[C@H](C)N.COC[C@H](C)N.COC[C@H](C)N.COC[C@H](C)N.COC[C@H](C)N.


List of relative energies, unit kcal/mol: version A 153.7; version B 0.0